Record 1
ORCA calculation (the ωB97M-V functional and the def2-TZVPD basis) on an isolated molecule of C19H25FN4OS2 in a non-equilibrium geometry.

XYZ file:
```
52
Properties=species:S:1:pos:R:3:forces:R:3
C -3.644 1.367 -2.309 -0.497 5.903 -7.700
C -5.051 1.205 -2.227 -5.897 0.647 -1.890
O -5.532 1.610 -0.957 -0.253 -1.192 0.951
C -5.066 0.779 0.120 1.204 -1.939 -1.574
C -5.252 -0.887 -0.084 -7.447 5.346 13.504
C -4.810 -1.484 1.386 0.611 8.297 -1.203
N -3.473 -1.171 1.788 4.642 1.790 -0.154
C -2.353 -1.526 0.817 -1.367 6.647 9.455
N -1.142 -1.046 1.148 0.848 -2.719 -0.902
C 0.113 -1.695 0.587 -1.419 3.052 -1.068
H 0.832 -1.474 1.342 0.863 -1.252 0.497
H -0.272 -2.569 0.182 0.177 -2.850 0.499
C 0.512 -0.989 -0.727 0.799 4.002 10.042
N 0.740 0.653 -0.163 -3.152 -5.967 -4.602
C 1.965 0.900 0.029 0.446 5.551 3.476
N 2.960 0.207 0.003 4.337 -4.080 -1.706
C 4.217 0.707 0.321 -6.236 8.569 3.478
C 3.946 2.018 0.963 4.720 -1.790 -0.720
S 2.407 2.561 0.918 -2.607 -0.644 -0.681
H 4.667 2.806 1.403 -0.819 -1.774 -0.963
C 5.414 0.214 -0.075 4.727 7.873 5.127
C 5.351 -0.958 -0.404 5.139 -10.427 -6.015
C 6.652 -1.592 -0.758 -2.336 -3.748 0.704
C 7.783 -1.027 -0.315 1.800 -1.638 -4.015
C 7.869 0.354 -0.162 4.309 -0.203 3.841
C 6.759 0.851 0.320 -4.877 -7.838 -6.422
H 6.702 1.628 0.768 -0.566 9.883 5.300
H 8.854 0.807 0.286 -1.690 -0.801 -1.478
F 8.935 -1.745 -0.622 -0.397 0.736 0.683
H 6.710 -2.729 -1.187 -0.194 3.057 1.153
H 4.538 -1.406 -0.853 -1.981 -1.000 -0.041
C -0.457 1.119 0.333 5.388 1.522 7.585
H -1.221 1.205 -0.238 -4.919 -0.140 -4.375
C -0.850 0.160 1.654 -0.696 8.332 1.083
H -0.031 0.199 2.395 -0.025 -0.345 -0.569
H -1.648 0.939 2.203 1.204 -2.860 -1.344
H -0.173 2.172 0.597 -0.842 -0.530 0.562
H -0.314 -0.792 -1.091 -7.346 1.043 -5.546
H 1.387 -1.148 -1.041 6.211 -1.920 -3.433
S -2.673 -2.627 -0.077 -1.745 -8.547 -8.121
H -3.150 -0.424 2.491 -1.584 -1.544 -1.648
H -4.949 -2.408 1.433 -0.884 -8.244 -0.287
H -5.455 -1.158 2.230 0.038 0.668 -0.863
H -6.379 -1.103 -0.039 1.575 0.327 -0.861
H -4.824 -1.039 -0.854 5.601 -3.266 -9.553
H -5.494 1.129 1.013 -1.113 0.299 1.009
H -3.973 0.958 0.291 -0.508 -0.273 -0.363
H -5.376 0.054 -2.481 0.527 2.848 0.391
H -5.696 2.021 -2.971 1.865 -2.668 1.785
H -3.290 0.631 -1.840 4.119 -5.536 3.583
H -3.339 2.374 -2.045 0.203 -0.078 0.631
H -3.425 1.367 -3.503 0.047 -0.576 2.759
```
Forces are in eV/Å.

Results
Strongest force on any atom ... 0.317 hartree/bohr
Structure (SMILES) ... CCOCCCNC(=S)N1CCN(c2nc(-c3ccc(F)cc3)cs2)CC1
HOMO-LUMO gap ... 0.2734 hartree
Charge ... 0
Lowest unoccupied orbital energy ... 0.0157 Ha

---

Record 2
ORCA calculation (the ωB97M-V functional and the def2-TZVPD basis) on a cluster of 2 separate species, C2HF3O2S in total in a non-equilibrium geometry.

XYZ file:
```
9
Properties=species:S:1:pos:R:3:forces:R:3
C 0.580 -3.099 3.387 -0.845 -0.736 -0.140
C -0.904 0.823 -0.863 2.812 -0.814 0.754
O -0.266 -3.841 3.252 0.845 0.741 0.135
O 1.777 0.990 -1.414 0.664 2.947 -0.330
F -0.726 2.054 -1.389 -0.872 -0.546 0.428
F -1.577 0.792 0.274 -0.595 0.915 0.429
F -1.576 0.058 -1.693 0.037 0.030 -0.854
S 0.869 0.216 -0.331 -1.900 0.262 -0.119
H 1.823 2.008 -1.223 -0.146 -2.799 -0.304
```
Forces are in eV/Å.

Results
Strongest force on any atom ... 0.059 hartree/bohr
HOMO-LUMO gap ... 0.3639 hartree
Charge ... 0
Lowest unoccupied orbital energy ... 0.0091 Ha
Relative energy (zero: lowest compared OMol25 entry of this formula, charge and spin) ... 0.166 eV

---

Record 3
ORCA calculation (the ωB97M-V functional and the def2-TZVPD basis) on an isolated molecule of C4H6O2 in a non-equilibrium geometry.

XYZ file:
```
12
Properties=species:S:1:pos:R:3:forces:R:3
C -1.627 0.198 0.533 -0.019 -0.710 0.860
O -0.601 0.983 1.072 -0.076 0.484 0.278
C -0.502 0.785 -0.311 -1.359 -1.452 -0.173
C 0.602 -0.140 -0.733 -0.282 0.091 -0.134
C 1.742 -0.440 0.150 0.193 0.202 -0.014
O 0.670 -1.354 0.011 -0.002 -0.319 -0.037
H -1.619 -0.874 0.576 0.203 -0.332 0.863
H -2.601 0.706 0.610 0.369 -0.335 -0.497
H -1.321 1.125 -0.935 1.412 2.217 -1.172
H 0.750 -0.259 -1.808 -0.115 0.041 0.177
H 1.823 0.051 1.118 -0.139 -0.052 -0.155
H 2.684 -0.782 -0.283 -0.186 0.166 0.003
```
Forces are in eV/Å.

Results
Strongest force on any atom ... 0.056 hartree/bohr
Structure (SMILES) ... C1O[C@H]1[C@H]1CO1
HOMO-LUMO gap ... 0.3930 hartree
Charge ... 0
Lowest unoccupied orbital energy ... 0.0419 Ha
Relative energy (zero: lowest compared OMol25 entry of this formula, charge and spin) ... 4.331 eV

---

Record 4
ORCA calculation (the ωB97M-V functional and the def2-TZVPD basis) on an isolated molecule of CH2N4O2 in a non-equilibrium geometry.

XYZ file:
```
9
Properties=species:S:1:pos:R:3:forces:R:3
C 0.718 -0.094 -0.104 -0.782 -2.060 2.357
H -1.666 -1.124 0.893 0.393 2.164 -4.651
H 0.889 -2.064 0.214 0.983 2.965 0.514
N -0.580 0.256 -0.250 -3.102 -1.624 -0.496
N -0.741 1.577 -0.424 0.202 1.234 -0.605
N 0.423 2.142 -0.404 -3.742 -3.125 0.597
N 1.367 -1.077 0.376 -1.203 -3.219 -1.459
O -1.634 -0.694 -0.209 1.070 0.001 4.156
O 1.223 1.078 -0.092 6.180 3.663 -0.414
```
Forces are in eV/Å.

Results
Strongest force on any atom ... 0.140 hartree/bohr
Structure (SMILES) ... [H]/N=c1/onnn1O
HOMO-LUMO gap ... 0.3417 hartree
Charge ... 0
Lowest unoccupied orbital energy ... -0.0106 Ha
Relative energy (zero: lowest compared OMol25 entry of this formula, charge and spin) ... 5.050 eV

---

Record 5
ORCA calculation (the ωB97M-V functional and the def2-TZVPD basis) on a structure of composition C36H44CrN6O2SSe.

XYZ file:
```
91
Properties=species:S:1:pos:R:3:forces:R:3
Cr -0.213 1.694 0.592 0.179 0.239 -0.077
O -0.020 0.442 2.090 0.117 -0.017 0.129
C -0.554 0.359 3.267 -0.103 0.057 -0.016
C -0.243 -0.757 4.080 -0.015 -0.028 0.027
C -0.860 -0.970 5.290 0.021 0.017 -0.032
C -1.817 -0.071 5.769 -0.020 -0.004 0.024
C -2.091 1.056 5.027 0.020 0.005 -0.030
C -1.463 1.313 3.801 0.057 -0.076 0.035
C -1.724 2.566 3.105 -0.038 0.063 -0.079
N -1.392 2.898 1.863 0.134 -0.190 -0.119
C -1.821 4.191 1.653 -0.019 0.001 0.008
C -2.419 4.654 2.776 -0.015 0.014 -0.037
N -2.352 3.621 3.682 -0.021 -0.058 0.079
H 0.489 -1.454 3.692 0.004 -0.003 -0.002
H -0.604 -1.849 5.871 -0.004 0.002 0.004
H -2.324 -0.247 6.708 0.002 0.003 -0.001
H -2.836 1.749 5.404 0.005 -0.003 0.008
H -1.659 4.689 0.713 -0.006 0.007 0.008
H -2.875 5.598 3.011 0.002 0.005 -0.003
H -2.657 3.655 4.638 0.008 0.004 -0.025
C 4.082 4.360 -3.300 -0.008 0.002 0.003
C 2.846 3.724 -3.922 0.030 0.041 -0.042
N 1.632 3.892 -3.119 0.041 -0.061 0.016
C 0.704 4.947 -3.510 -0.031 0.053 -0.024
C 0.989 6.281 -2.832 0.009 0.002 0.014
C 1.423 3.106 -2.042 -0.122 -0.024 -0.038
S 0.001 3.409 -1.114 0.023 -0.023 0.137
N 2.389 2.201 -1.839 0.108 -0.099 0.031
C 2.336 1.179 -0.995 -0.073 0.131 -0.169
O 1.394 0.806 -0.258 -0.266 0.063 0.206
C 3.561 0.315 -0.958 0.096 -0.056 0.037
C 3.636 -0.702 -0.009 -0.014 0.029 0.001
C 4.748 -1.528 0.043 0.006 -0.013 0.005
C 5.793 -1.345 -0.853 -0.017 0.002 -0.001
C 5.724 -0.330 -1.797 0.013 0.000 -0.010
C 4.613 0.498 -1.850 -0.023 0.009 0.005
H 4.948 4.197 -3.945 0.001 -0.002 0.006
H 4.285 3.915 -2.327 -0.001 0.002 -0.007
H 3.954 5.435 -3.173 0.002 -0.004 0.008
H 3.013 2.661 -4.079 -0.003 -0.016 0.004
H 2.646 4.176 -4.894 -0.024 0.000 0.012
H -0.307 4.620 -3.278 0.011 -0.002 -0.006
H 0.773 5.049 -4.594 0.015 0.004 -0.004
H 0.970 6.161 -1.748 -0.002 0.009 -0.013
H 0.231 7.014 -3.110 0.001 -0.006 -0.007
H 1.964 6.675 -3.122 -0.001 0.001 0.003
H 2.816 -0.823 0.689 -0.004 -0.010 -0.003
H 4.803 -2.313 0.788 -0.006 0.002 0.004
H 6.660 -1.991 -0.813 0.001 0.003 0.001
H 6.539 -0.185 -2.495 -0.004 0.002 -0.001
H 4.546 1.293 -2.580 -0.003 0.001 0.002
C -3.882 -4.015 0.111 -0.010 -0.004 0.005
C -4.506 -3.438 1.382 -0.008 0.001 0.003
C -4.347 -1.924 1.541 -0.012 -0.017 -0.002
C -2.995 -1.444 2.049 -0.047 -0.032 0.013
N -1.871 -1.865 1.224 0.071 0.048 0.029
C -1.489 -1.265 0.073 -0.044 -0.070 -0.064
Se -2.312 0.196 -0.700 0.009 -0.026 -0.018
N -0.389 -1.910 -0.384 0.053 0.054 0.025
C 0.332 -1.642 -1.623 0.005 -0.051 -0.033
C 0.096 -2.739 -2.658 -0.008 0.002 0.006
C -1.334 -2.797 -3.190 0.001 -0.016 0.010
C -1.670 -1.646 -4.131 -0.004 -0.021 0.001
C -0.029 -2.899 0.518 -0.011 0.015 -0.024
C 1.036 -3.787 0.535 0.032 -0.010 -0.020
C 1.105 -4.669 1.601 0.013 0.006 -0.023
C 0.138 -4.666 2.610 -0.023 0.002 0.015
C -0.921 -3.773 2.594 0.002 -0.003 0.037
C -0.978 -2.879 1.536 -0.038 0.005 -0.003
H -4.239 -5.030 -0.068 0.011 -0.004 0.002
H -2.793 -4.060 0.158 -0.010 0.009 -0.007
H -4.153 -3.409 -0.757 -0.008 -0.007 0.000
H -4.108 -3.950 2.266 0.014 -0.006 -0.013
H -5.575 -3.661 1.368 -0.001 0.008 -0.005
H -5.087 -1.554 2.257 -0.001 -0.003 -0.001
H -4.560 -1.430 0.589 0.011 -0.007 0.007
H -2.795 -1.808 3.058 -0.019 0.008 -0.018
H -2.978 -0.355 2.084 0.010 0.001 -0.004
H 1.390 -1.557 -1.371 -0.020 -0.031 -0.021
H 0.003 -0.668 -1.980 -0.032 -0.002 0.011
H 0.372 -3.704 -2.222 -0.018 0.006 -0.005
H 0.787 -2.567 -3.490 0.011 0.008 0.014
H -2.036 -2.807 -2.349 0.002 0.014 -0.009
H -1.474 -3.747 -3.713 0.003 -0.001 -0.002
H -1.614 -0.685 -3.620 0.009 0.023 0.012
H -2.684 -1.745 -4.523 0.001 0.006 0.002
H -0.982 -1.629 -4.981 -0.009 0.002 0.007
H 1.783 -3.789 -0.248 -0.001 0.005 0.008
H 1.921 -5.377 1.653 0.002 0.002 -0.006
H 0.221 -5.376 3.423 -0.006 0.006 0.004
H -1.659 -3.764 3.384 0.001 0.001 -0.002
```
Forces are in eV/Å.

Results
Strongest force on any atom ... 0.007 hartree/bohr
HOMO-LUMO gap (alpha / beta) ... 0.2628 / 0.2888 hartree
Charge ... 0
Spin multiplicity ... 5
Lowest unoccupied orbital energy (alpha / beta) ... 0.0182 / 0.0132 Ha
Relative energy (zero: lowest compared OMol25 entry of this formula, charge and spin) ... 0.175 eV

---

Record 6
ORCA calculation (the ωB97M-V functional and the def2-TZVPD basis) on a structure of composition CH4O3 in a non-equilibrium geometry.

XYZ file:
```
8
Properties=species:S:1:pos:R:3:forces:R:3
C 0.370 0.378 -0.633 -2.127 1.777 1.118
O 1.355 0.461 -1.234 2.826 0.542 -1.891
O 0.524 -1.927 -0.518 -0.570 -0.496 -0.998
O -0.149 -0.742 -0.163 -1.952 -0.362 1.374
H -0.309 1.276 -0.332 0.824 -1.630 -0.296
H -0.697 1.047 2.046 -0.546 2.043 -0.302
H -0.198 -2.318 -1.075 1.039 0.141 0.562
H -0.896 1.825 1.909 0.506 -2.015 0.432
```
Forces are in eV/Å.

Results
Strongest force on any atom ... 0.067 hartree/bohr
HOMO-LUMO gap ... 0.4274 hartree
Charge ... 0
Lowest unoccupied orbital energy ... 0.0234 Ha
Relative energy (zero: lowest compared OMol25 entry of this formula, charge and spin) ... 4.388 eV